Density functional theory data (the ωB97M-V functional and the def2-TZVPD basis) for a cluster of 7 separate species, C31H51O15 in total at a distorted geometry.

```
97
Properties=species:S:1:pos:R:3:lowdin_charge:R:1
C -5.437 3.328 1.831 -0.097
C -3.961 2.883 1.300 -0.281
O -2.930 2.959 2.319 -0.220
C -1.581 2.873 1.740 -0.257
C -0.962 1.348 1.754 -0.238
O -2.076 0.412 1.933 -0.297
C -2.215 -0.529 0.833 -0.198
C -1.803 0.024 -0.623 -0.374
C -2.258 -1.144 -1.690 -0.094
O -2.498 1.234 -1.045 -0.118
H -5.547 2.867 2.891 0.066
H -6.189 2.857 1.096 0.053
H -5.486 4.486 1.847 0.082
H -3.703 3.459 0.323 0.114
H -4.077 1.767 0.968 0.107
H -1.530 3.301 0.651 0.080
H -0.905 3.594 2.368 0.090
H -0.336 1.306 2.730 0.009
H -3.356 -0.791 0.774 0.122
H -1.631 -1.508 1.055 0.105
H -0.651 0.157 -0.756 0.123
H -1.769 -2.139 -1.378 0.066
H -2.063 -0.844 -2.784 0.064
H -3.404 -1.283 -1.501 0.072
H -1.841 1.874 -1.443 0.107
O 1.545 1.361 -1.600 0.096
C 2.196 0.344 -1.713 -0.467
O 2.717 -0.349 -0.661 0.031
C 3.513 -1.429 -1.153 -0.169
C 3.012 -1.688 -2.552 -0.182
C 2.584 -0.312 -3.007 -0.093
H 4.564 -1.122 -1.138 0.110
H 3.390 -2.300 -0.505 0.125
H 3.759 -2.152 -3.197 0.099
H 2.139 -2.349 -2.516 0.121
H 3.411 0.245 -3.453 0.110
H 1.737 -0.359 -3.693 0.126
O 5.448 -0.683 -3.474 0.096
C 6.644 -0.601 -3.290 -0.433
O 7.430 -1.647 -2.909 0.036
C 8.760 -1.178 -2.677 -0.175
C 8.874 0.106 -3.461 -0.167
C 7.466 0.652 -3.398 -0.068
H 8.893 -1.022 -1.602 0.130
H 9.477 -1.930 -3.016 0.116
H 9.630 0.788 -3.063 0.083
H 9.135 -0.117 -4.502 0.126
H 7.305 1.261 -2.505 0.142
H 7.209 1.213 -4.298 0.132
O 11.223 1.050 -1.994 0.093
C 11.945 0.337 -1.328 -0.444
O 12.459 0.691 -0.118 0.039
C 13.349 -0.332 0.335 -0.165
C 12.933 -1.579 -0.406 -0.162
C 12.437 -1.026 -1.722 -0.076
H 14.375 -0.031 0.100 0.129
H 13.254 -0.447 1.417 0.130
H 13.740 -2.307 -0.511 0.120
H 12.106 -2.065 0.123 0.125
H 13.246 -0.915 -2.449 0.139
H 11.629 -1.631 -2.135 0.113
O -7.535 5.735 -0.600 0.104
C -7.391 4.726 -1.257 -0.464
O -6.609 3.675 -0.882 -0.010
C -6.581 2.707 -1.934 -0.154
C -7.823 2.970 -2.750 -0.170
C -7.999 4.464 -2.606 -0.090
H -5.664 2.849 -2.514 0.136
H -6.576 1.702 -1.507 0.132
H -7.736 2.636 -3.786 0.117
H -8.678 2.454 -2.300 0.119
H -7.436 5.016 -3.363 0.133
H -9.052 4.750 -2.624 0.125
O -2.024 -3.502 1.248 0.087
C -2.489 -4.048 2.225 -0.445
O -2.586 -5.400 2.378 0.018
C -3.281 -5.686 3.594 -0.179
C -3.124 -4.449 4.445 -0.165
C -3.078 -3.346 3.412 -0.080
H -4.329 -5.896 3.356 0.124
H -2.843 -6.568 4.068 0.119
H -3.921 -4.328 5.182 0.116
H -2.170 -4.489 4.983 0.117
H -4.076 -2.985 3.152 0.093
H -2.444 -2.518 3.733 0.143
O -5.728 -2.062 3.495 0.100
C -6.628 -1.248 3.503 -0.435
O -7.870 -1.486 4.012 0.026
C -8.707 -0.355 3.759 -0.175
C -7.761 0.803 3.551 -0.171
C -6.560 0.135 2.923 -0.082
H -9.313 -0.562 2.871 0.125
H -9.372 -0.193 4.611 0.123
H -8.187 1.603 2.941 0.117
H -7.479 1.230 4.519 0.125
H -6.651 0.070 1.836 0.140
H -5.629 0.632 3.202 0.130
```

Relative energy (zero: lowest compared OMol25 entry of this formula, charge and spin): 263.4 kJ/mol
Total energy: -2340.28000 Eh
Maximum force: 2.36 eV/Å
LUMO: 1.4 eV
Charge: -1
Kohn-Sham gap: 2.20 eV

---

Density functional theory data (the ωB97M-V functional and the def2-TZVPD basis) for a cluster of 2 separate species, C6H16FNP in total at a distorted geometry.

```
25
Properties=species:S:1:pos:R:3:nbo_charge:R:1
C 2.234 -0.938 1.265 -0.651
C 2.263 -0.798 -1.234 -0.636
C -2.551 1.131 -0.697 -0.627
C -2.318 -1.194 0.225 -0.627
C 1.410 -0.925 -0.003 -0.523
C -1.642 -0.076 -0.612 -0.536
N 0.591 3.089 0.171 -0.612
F -0.122 0.365 1.762 -0.545
P -0.002 0.294 0.173 1.691
H 2.889 0.010 1.205 0.220
H 2.964 -1.741 1.168 0.259
H 1.760 -0.671 2.295 0.266
H 2.925 -1.716 -1.304 0.259
H 2.815 0.153 -1.366 0.250
H 1.574 -0.874 -2.179 0.227
H -2.759 1.483 0.275 0.226
H -3.610 0.868 -1.025 0.259
H -2.007 1.836 -1.420 0.246
H -2.611 -0.716 1.269 0.233
H -1.736 -2.041 0.337 0.216
H -3.311 -1.555 -0.223 0.265
H 0.715 -1.765 0.045 0.245
H -1.287 -0.417 -1.571 0.255
H 1.605 3.314 0.378 0.334
H 0.211 2.882 1.067 0.306
```

Relative energy (zero: lowest compared OMol25 entry of this formula, charge and spin): 121.9 kJ/mol
Total energy: -733.79974 Eh
Maximum force: 4.01 eV/Å
LUMO (spin up / spin down): -6.4 / -4.9 eV
Charge: +1
Kohn-Sham gap (spin up / spin down): 8.80 / 8.99 eV

---

Density functional theory data (the ωB97M-V functional and the def2-TZVPD basis) for a structure of composition C46H54Cl3IrN5OSi.

```
111
Properties=species:S:1:pos:R:3:lowdin_charge:R:1
Ir -0.225 0.115 -0.129 1.319
O -0.794 -1.820 -0.227 -0.265
C -0.232 -2.942 -0.603 -0.348
C -1.052 -4.010 -1.010 0.004
C -0.500 -5.222 -1.352 -0.066
C 0.882 -5.422 -1.303 -0.088
C 1.694 -4.387 -0.899 -0.037
C 1.156 -3.147 -0.536 -0.130
C 2.012 -2.047 -0.122 -0.308
N 1.672 -0.800 0.226 -0.061
C 2.851 -0.117 0.446 -0.199
C 3.901 -0.942 0.267 -0.055
N 3.354 -2.155 -0.075 0.130
H -2.120 -3.846 -1.058 0.111
H -1.148 -6.028 -1.674 0.107
H 1.310 -6.375 -1.583 0.099
H 2.765 -4.550 -0.874 0.102
H 2.845 0.915 0.719 0.045
H 4.961 -0.784 0.355 0.126
H 3.862 -2.976 -0.348 0.150
C 1.468 -1.024 4.807 -0.041
C 1.694 -1.591 3.401 -0.367
C 3.005 -2.373 3.375 -0.072
C 0.491 -2.407 2.967 -0.138
C 0.448 -3.784 3.167 -0.029
C -0.709 -4.503 2.922 -0.058
C -1.857 -3.846 2.518 -0.027
C -1.863 -2.475 2.289 -0.138
C -3.153 -1.787 1.892 -0.359
C -4.124 -1.797 3.078 -0.049
C -3.810 -2.376 0.646 -0.045
C -0.659 -1.784 2.469 -0.171
N -0.580 -0.389 2.107 0.048
C -0.993 0.424 2.990 -0.108
C -0.962 1.861 2.888 -0.166
C -1.416 2.497 4.052 -0.022
C -1.410 3.862 4.196 -0.057
C -0.920 4.609 3.134 -0.051
C -0.476 4.009 1.978 -0.032
C -0.488 2.605 1.775 -0.215
N -0.023 2.064 0.555 -0.019
C 0.539 3.141 -0.262 -0.265
C -0.274 3.747 -1.242 -0.173
C 0.286 4.714 -2.069 -0.040
C 1.566 5.180 -1.860 -0.056
C 2.281 4.701 -0.781 -0.076
C 1.808 3.681 0.047 -0.181
C 2.770 3.426 1.236 -0.321
C 4.167 2.997 0.743 -0.073
C 2.363 2.573 2.447 -0.058
C -1.787 3.596 -1.282 -0.356
C -2.447 3.456 -2.655 -0.079
C -2.422 4.827 -0.608 -0.046
H 2.348 -0.471 5.142 0.082
H 1.283 -1.833 5.518 0.090
H 0.616 -0.345 4.845 0.059
H 1.791 -0.746 2.718 0.093
H 3.057 -3.089 4.198 0.079
H 3.848 -1.689 3.485 0.081
H 3.132 -2.922 2.442 0.068
H 1.326 -4.298 3.534 0.106
H -0.720 -5.576 3.065 0.105
H -2.770 -4.410 2.363 0.115
H -2.928 -0.751 1.651 0.084
H -4.431 -2.817 3.319 0.080
H -5.022 -1.224 2.840 0.078
H -3.674 -1.372 3.979 0.074
H -4.017 -3.443 0.764 0.079
H -3.181 -2.224 -0.231 0.053
H -4.758 -1.870 0.455 0.084
H -1.358 0.029 3.939 0.139
H -1.775 1.867 4.857 0.119
H -1.769 4.334 5.100 0.109
H -0.883 5.689 3.201 0.117
H -0.114 4.659 1.201 0.116
H -0.327 5.159 -2.842 0.114
H 1.980 5.956 -2.490 0.109
H 3.242 5.145 -0.557 0.111
H 2.909 4.431 1.649 0.138
H 4.181 1.992 0.327 0.037
H 4.869 3.029 1.579 0.084
H 4.548 3.654 -0.035 0.071
H 1.938 1.602 2.197 0.046
H 1.638 3.083 3.076 0.072
H 3.250 2.400 3.059 0.089
H -2.042 2.713 -0.715 0.073
H -2.205 4.290 -3.317 0.075
H -3.528 3.454 -2.509 0.082
H -2.193 2.526 -3.153 0.006
H -2.154 5.735 -1.155 0.086
H -2.121 4.959 0.429 0.055
H -3.509 4.735 -0.632 0.081
C -1.801 -1.237 -2.987 -0.108
C -2.603 -0.360 -2.079 -0.380
C -3.958 -0.184 -2.255 -0.084
C -4.429 0.588 -1.187 -0.089
C -3.354 0.849 -0.370 -0.392
C -3.475 1.558 0.930 -0.040
N -2.191 0.306 -0.922 -0.064
H -2.430 -2.073 -3.298 0.088
H -0.925 -1.665 -2.518 -0.012
H -1.474 -0.730 -3.893 0.029
H -4.525 -0.601 -3.073 0.101
H -5.444 0.900 -0.991 0.102
H -3.691 2.625 0.822 0.082
H -2.567 1.472 1.502 0.022
H -4.283 1.127 1.528 0.088
Cl 1.587 -1.190 -3.093 0.323
Si 0.837 0.569 -2.199 -0.547
Cl -0.070 1.483 -3.809 0.373
Cl 2.632 1.610 -2.154 0.376
```

Spin multiplicity: 2
Relative energy (zero: lowest compared OMol25 entry of this formula, charge and spin): 1.7 kJ/mol
Total energy: -3908.88932 Eh
Maximum force: 0.84 eV/Å
LUMO (spin up / spin down): -0.3 / -2.3 eV
Charge: 0
Kohn-Sham gap (spin up / spin down): 6.28 / 4.36 eV

---

> Among the records above, which one has the highest relative energy (zero: lowest compared OMol25 entry of this formula, charge and spin)?

C31H51O15

---

> Among the records above, which one has the highest total energy?

C6H16FNP